(i)
C2H5N3O2S | ωB97M-V with the def2-TZVPD basis set

Results
Total charge ... 0
Structure (SMILES) ... NC1=NS(=O)(=O)CN1
Highest occupied orbital energy ... -9.903 eV
LUMO level ... 0.467 eV
Multiplicity ... 1

Last column: natural (NBO) charge in e.
Element x y z (Å)
S: 2.533 0.149 -0.004  2.274
O: 3.299 0.043 1.175  -0.926
O: 3.216 0.059 -1.232  -0.927
N: 1.377 1.453 0.104  -0.744
N: -0.844 1.790 0.033  -0.782
N: -0.002 -0.452 -0.041  -0.637
C: 0.206 0.962 0.095  0.582
C: 1.247 -1.130 0.018  -0.511
H: -1.663 1.425 0.296  0.382
H: -0.763 2.750 -0.087  0.414
H: 1.452 -1.672 0.940  0.225
H: 1.473 -1.904 -0.692  0.244
H: -0.725 -0.568 -0.748  0.407

(ii)
C2H5N3O2S | ωB97M-V with the def2-TZVPD basis set

Results
Total charge ... 0
Structure (SMILES) ... NC(=S)O/N=C\NO
Highest occupied orbital energy ... -8.450 eV
LUMO level ... 0.625 eV
Multiplicity ... 1

Last column: natural (NBO) charge in e.
Element x y z (Å)
S: 3.033 -1.459 -0.018  -0.217
O: -3.098 -1.027 -0.283  -0.549
O: 0.688 -0.374 0.052  -0.404
N: 2.395 1.129 -0.085  -0.799
N: -0.119 0.791 0.021  -0.243
N: -1.794 -0.855 0.194  -0.332
C: 2.025 -0.154 -0.024  0.391
C: -1.348 0.426 0.059  0.227
H: 3.382 1.354 -0.147  0.420
H: 1.706 1.845 -0.089  0.423
H: -1.166 -1.558 -0.180  0.394
H: -3.593 -1.333 0.493  0.476
H: -2.113 1.215 0.009  0.212

(iii)
C2H5N3O2S | ωB97M-V with the def2-TZVPD basis set

Results
Total charge ... 0
Structure (SMILES) ... NNC(=O)C(=S)NO
Highest occupied orbital energy ... -8.747 eV
LUMO level ... 0.419 eV
Multiplicity ... 1

Last column: natural (NBO) charge in e.
Element x y z (Å)
S: -0.885 -1.431 -0.922  -0.125
O: -3.058 0.148 0.267  -0.526
O: 0.459 1.840 -0.996  -0.583
N: -1.797 0.673 0.233  -0.242
N: 1.700 0.118 -0.052  -0.433
N: 1.815 -0.983 0.562  -0.622
C: -0.748 0.008 -0.266  -0.074
C: 0.539 0.738 -0.500  0.620
H: -1.958 1.598 0.682  0.422
H: 2.426 0.679 -0.473  0.356
H: -2.809 -0.822 0.217  0.479
H: 2.267 -0.904 1.393  0.361
H: 2.049 -1.662 -0.145  0.366

Name the most stable of them. (i).

(i)
C3H12NO | ωB97M-V with the def2-TZVPD basis set

Results
⟨S²⟩ ... 0.7547
Total charge ... +2
Highest occupied orbital energy (spin up / spin down) ... -21.783 / -20.379 eV
LUMO level (spin up / spin down) ... -7.694 / -16.664 eV
Multiplicity ... 2

Last column: Löwdin spin population.
Element x y z (Å)
O: -2.378 -1.146 -0.639  0.365
N: 0.053 0.065 -0.237  0.074
C: 2.423 -0.436 0.868  0.111
C: -0.813 1.207 -0.580  0.129
C: 1.185 0.471 0.857  0.091
H: -0.419 2.299 -0.381  0.043
H: -1.766 1.070 -0.169  0.008
H: 1.522 1.365 0.479  0.014
H: -0.803 1.268 -1.810  0.045
H: 2.152 -1.550 0.853  0.004
H: -3.081 -1.727 -0.404  0.006
H: 0.504 0.646 1.706  0.024
H: -2.783 -0.548 -1.180  0.007
H: 0.701 -0.243 -1.067  0.007
H: -0.374 -0.847 0.071  -0.002
H: 3.211 -0.178 0.005  0.031
H: 3.015 -0.287 1.801  0.043

(ii)
C3H12NO | ωB97M-V with the def2-TZVPD basis set

Results
⟨S²⟩ ... 0.7547
Total charge ... +2
Highest occupied orbital energy (spin up / spin down) ... -21.526 / -21.527 eV
LUMO level (spin up / spin down) ... -8.270 / -15.006 eV
Multiplicity ... 2

Last column: Löwdin spin population.
Element x y z (Å)
O: 1.118 -0.413 1.800  0.663
N: -0.158 0.337 -0.994  0.001
C: 0.013 -0.965 2.460  0.168
C: 0.550 0.161 -2.381  0.000
C: -1.500 0.917 -1.055  0.001
H: -0.154 -0.496 -0.480  0.000
H: -2.246 0.100 -1.135  0.000
H: 0.610 1.025 -3.026  0.000
H: -0.002 -0.613 3.533  0.000
H: -0.033 -0.685 -2.932  0.000
H: -1.504 1.516 -1.911  0.000
H: 0.593 0.778 -0.393  0.000
H: 0.036 -2.004 2.425  0.058
H: -1.638 1.358 -0.027  0.001
H: -0.957 -0.588 1.834  0.105
H: 1.533 -0.289 -1.948  0.000
H: 1.550 0.165 2.473  0.003

Name the most stable of them. (ii).